No. 1
C41H50N4O3PtSi3 | ωB97M-V/def2-TZVPD

CARTESIAN COORDINATES (ANGSTROEM)
Pt -0.046 -0.060 -0.039
C -1.463 -1.647 4.018
O -1.372 -2.992 3.575
C -0.215 -3.331 2.920
C 0.522 -4.381 3.410
C 1.656 -4.855 2.738
C 2.031 -4.242 1.573
C 1.314 -3.142 1.060
C 1.815 -2.575 -0.155
N 1.423 -1.508 -0.763
N 2.185 -1.185 -1.873
C 1.951 0.031 -2.275
O 1.106 0.831 -1.742
C 2.736 0.536 -3.435
C 2.603 1.866 -3.819
C 3.326 2.355 -4.897
C 4.181 1.516 -5.598
C 4.312 0.187 -5.217
C 3.595 -0.304 -4.139
C 0.163 -2.657 1.722
O -0.567 -1.678 1.284
H -2.068 -1.648 4.925
H -1.939 -1.026 3.258
H -0.473 -1.242 4.247
H 0.177 -4.849 4.323
H 2.212 -5.695 3.131
H 2.903 -4.584 1.028
H 2.658 -3.081 -0.621
H 1.924 2.503 -3.270
H 3.219 3.391 -5.192
H 4.741 1.896 -6.442
H 4.975 -0.470 -5.765
H 3.683 -1.337 -3.833
C -2.672 -2.999 -1.274
Si -3.264 -1.392 -0.501
C -3.568 -1.754 1.322
C -5.024 -1.038 -1.109
C -2.121 0.050 -0.974
Si -1.830 0.153 -2.848
C -0.848 -1.286 -3.553
C -3.411 0.092 -3.888
C -1.029 1.787 -3.378
Si -2.786 1.662 -0.336
C -4.007 2.578 -1.434
C -3.616 1.662 1.355
C -1.297 2.823 -0.090
C -1.362 4.214 -0.141
C -0.219 4.971 0.040
C 0.985 4.321 0.265
C 0.988 2.942 0.310
N -0.121 2.223 0.149
H -3.117 -3.848 -0.751
H -1.587 -3.091 -1.198
H -2.948 -3.074 -2.326
H -4.521 -2.288 1.379
H -3.660 -0.868 1.945
H -2.798 -2.391 1.746
H -5.657 -1.893 -0.865
H -5.109 -0.853 -2.176
H -5.445 -0.177 -0.585
H -1.499 -2.145 -3.708
H -0.004 -1.618 -2.957
H -0.466 -0.983 -4.532
H -3.864 -0.900 -3.902
H -3.122 0.329 -4.915
H -4.170 0.812 -3.587
H -0.506 2.307 -2.581
H -1.775 2.458 -3.809
H -0.293 1.578 -4.158
H -4.922 1.995 -1.541
H -3.618 2.778 -2.430
H -4.284 3.531 -0.979
H -4.541 1.087 1.355
H -3.867 2.696 1.605
H -2.982 1.272 2.150
H -2.310 4.694 -0.339
H -0.260 6.052 -0.004
H 1.908 4.867 0.396
H 1.900 2.385 0.472
C 5.300 -1.601 1.647
C 4.893 -0.747 0.628
C 3.676 -0.099 0.712
C 2.860 -0.271 1.837
C 3.280 -1.130 2.863
C 4.487 -1.795 2.757
N 1.621 0.345 1.851
C 1.187 0.932 3.003
C 2.067 1.376 4.015
C 1.579 2.040 5.123
C 0.215 2.276 5.259
C -0.664 1.848 4.267
C -0.188 1.195 3.152
H 6.241 -2.126 1.568
H 5.513 -0.603 -0.247
H 3.330 0.538 -0.092
H 2.623 -1.316 3.704
H 4.787 -2.482 3.536
H 3.131 1.231 3.895
H 2.267 2.389 5.881
H -0.162 2.796 6.129
H -1.726 2.028 4.368
H -0.867 0.837 2.391

The HOMO-LUMO gap (spin up / spin down) is 0.2705 / 0.2017 Ha. As for the multiplicity: 5. The calculation puts the energy above the lowest of the compared OMol25 structures with the same formula, charge and spin at 0.0 kcal/mol. Its electronic energy is -82310.181 eV. The net charge is 0.

No. 2
C41H53BF6N6O12P2ReS | ωB97M-V/def2-TZVPD

CARTESIAN COORDINATES (ANGSTROEM)
Re -0.812 0.019 0.112
F 0.129 3.802 3.952
C -0.785 3.110 3.249
C -0.362 2.175 2.325
C -1.288 1.473 1.561
C -2.667 1.745 1.748
C -3.046 2.685 2.710
F -4.347 2.970 2.924
C -2.124 3.386 3.462
C -3.550 1.014 0.839
C -4.944 1.058 0.840
C -5.654 0.360 -0.122
C -4.956 -0.341 -1.095
C -3.576 -0.382 -1.030
N -2.889 0.252 -0.078
H 0.688 1.960 2.225
H -2.438 4.122 4.183
H -5.467 1.624 1.594
H -6.732 0.367 -0.110
H -5.459 -0.869 -1.887
H -3.019 -0.971 -1.746
C 2.351 -3.130 1.750
C 3.206 -2.082 2.444
C 4.428 -2.698 3.108
O 3.692 -1.114 1.487
P 2.791 0.165 1.212
O 1.361 -0.124 1.038
C 3.682 0.941 -0.179
P 2.779 0.465 -1.703
O 1.370 0.136 -1.521
O 2.789 1.674 -2.736
C 3.783 2.571 -3.233
C 3.593 3.921 -2.546
C 5.200 2.039 -3.098
O 3.738 -0.687 -2.213
C 3.196 -1.778 -3.004
C 4.275 -2.176 -3.996
C 2.806 -2.920 -2.085
O 2.947 1.142 2.463
C 4.223 1.624 2.912
C 4.213 3.147 2.836
C 4.474 1.170 4.344
H 1.957 -3.822 2.490
H 2.937 -3.688 1.024
H 1.524 -2.645 1.241
H 2.591 -1.546 3.179
H 5.008 -3.252 2.373
H 4.117 -3.373 3.899
H 5.066 -1.928 3.533
H 4.695 0.554 -0.239
H 3.686 2.019 -0.046
H 3.535 2.672 -4.298
H 3.895 3.866 -1.502
H 2.542 4.197 -2.593
H 4.185 4.685 -3.042
H 5.495 1.981 -2.054
H 5.888 2.700 -3.620
H 5.258 1.049 -3.539
H 2.312 -1.409 -3.528
H 5.140 -2.575 -3.470
H 4.586 -1.314 -4.581
H 3.886 -2.932 -4.670
H 3.685 -3.345 -1.602
H 2.296 -3.687 -2.661
H 2.118 -2.555 -1.328
H 5.003 1.210 2.257
H 3.410 3.527 3.462
H 4.051 3.495 1.818
H 5.163 3.537 3.194
H 3.679 1.526 4.994
H 5.423 1.580 4.680
H 4.514 0.086 4.407
C -0.675 -5.212 1.305
C -2.162 -4.963 1.518
C -2.444 -3.584 2.154
C -3.974 -3.408 2.326
C -4.338 -2.076 2.975
C -1.807 -3.533 3.522
O -1.994 -4.355 4.385
N -0.999 -2.450 3.746
C -0.693 -1.401 2.884
O -0.045 -0.471 3.318
N -1.161 -1.485 1.610
C -2.007 -2.482 1.205
O -2.488 -2.431 0.089
H -0.524 -6.203 0.884
H -0.137 -5.156 2.250
H -0.262 -4.487 0.609
H -2.574 -5.725 2.183
H -2.676 -5.013 0.558
H -4.351 -4.233 2.932
H -4.424 -3.466 1.334
H -4.044 -2.062 4.022
H -5.411 -1.911 2.917
H -3.841 -1.251 2.465
H -0.622 -2.342 4.681
F -0.515 -1.646 -1.425
B -0.689 -2.451 -2.647
F -2.000 -2.298 -3.016
F -0.350 -3.732 -2.357
F 0.136 -1.907 -3.595
O -2.357 2.526 -8.171
S -2.843 3.869 -8.346
O -1.896 4.837 -8.858
O -4.218 4.008 -8.752
C -2.919 4.533 -6.588
N -3.538 5.672 -6.442
C -3.549 6.171 -5.215
C -2.958 5.504 -4.151
C -2.351 4.274 -4.424
N -2.329 3.817 -5.681
C -1.774 3.396 -3.402
C -1.441 2.078 -3.723
C -1.024 1.214 -2.726
N -0.906 1.589 -1.448
C -1.128 2.876 -1.158
C -1.564 3.800 -2.083
H -4.064 7.113 -5.083
H -2.999 5.917 -3.157
H -1.539 1.746 -4.745
H -0.777 0.191 -2.968
H -0.974 3.174 -0.131
H -1.739 4.815 -1.765

The HOMO-LUMO gap (spin up / spin down) is 0.2370 / 0.0661 Ha. As for the multiplicity: 4. The calculation puts the energy above the lowest of the compared OMol25 structures with the same formula, charge and spin at 67.9 kcal/mol. Its electronic energy is -125423.707 eV. The net charge is 0.

No. 3
C41H53BrN10O8S | ωB97M-V/def2-TZVPD

CARTESIAN COORDINATES (ANGSTROEM)
C 0.914 -3.261 3.548
C 1.606 -3.462 2.215
O 0.974 -4.583 1.610
C 3.120 -3.690 2.365
O 3.864 -2.708 1.599
C 4.857 -1.953 2.143
O 6.017 -2.746 2.511
S 6.117 -3.094 4.050
O 7.328 -2.620 4.598
O 5.662 -4.414 4.284
O 4.907 -2.071 4.507
C 4.587 -1.204 3.476
Br 5.847 0.352 3.514
O 3.315 -0.746 3.706
N 2.716 -0.227 2.466
O 1.641 0.111 2.687
H 1.316 -2.395 4.075
H 1.053 -4.146 4.172
H -0.156 -3.111 3.398
H 1.474 -2.582 1.572
H 1.351 -4.729 0.737
H 3.374 -4.663 1.941
H 3.430 -3.706 3.406
H 5.168 -1.243 1.384
N 3.785 -3.379 7.168
C 2.478 -3.717 7.386
C 2.452 -4.701 8.338
C 3.798 -4.966 8.708
C 4.596 -4.133 7.969
H 4.104 -2.685 6.517
H 1.679 -3.229 6.852
H 1.567 -5.178 8.727
H 4.141 -5.685 9.433
H 5.666 -4.019 7.944
N -1.256 1.199 1.653
C -2.313 0.345 1.811
C -3.460 1.042 1.539
C -3.079 2.370 1.204
C -1.714 2.434 1.283
H -0.293 0.956 1.790
H -2.161 -0.680 2.104
H -4.463 0.649 1.582
H -3.734 3.183 0.939
H -1.034 3.251 1.111
N 5.726 0.073 -2.194
C 6.961 0.660 -2.184
C 7.687 0.092 -1.172
C 6.857 -0.877 -0.549
C 5.652 -0.865 -1.201
H 4.987 0.293 -2.836
H 7.222 1.425 -2.895
H 8.703 0.337 -0.915
H 7.126 -1.519 0.275
H 4.758 -1.447 -1.050
N -5.919 -0.842 -0.669
C -6.975 -1.699 -0.516
C -8.122 -1.002 -0.791
C -7.740 0.328 -1.123
C -6.375 0.392 -1.039
H -4.954 -1.077 -0.525
H -6.824 -2.726 -0.230
H -9.121 -1.403 -0.763
H -8.390 1.145 -1.391
H -5.692 1.207 -1.207
N -10.759 -1.436 -3.329
C -11.892 -2.202 -3.374
C -11.528 -3.462 -3.768
C -10.119 -3.454 -3.967
C -9.675 -2.189 -3.687
H -10.725 -0.470 -3.061
H -12.854 -1.789 -3.125
H -12.196 -4.297 -3.898
H -9.504 -4.283 -4.274
H -8.686 -1.762 -3.700
N -9.545 1.367 -6.792
C -9.442 2.664 -7.212
C -9.684 3.474 -6.133
C -9.943 2.629 -5.019
C -9.850 1.335 -5.459
H -9.420 0.558 -7.371
H -9.206 2.902 -8.234
H -9.672 4.552 -6.142
H -10.166 2.942 -4.012
H -9.968 0.396 -4.948
N 10.758 -0.085 1.086
C 11.555 -0.621 2.060
C 12.832 -0.685 1.569
C 12.802 -0.166 0.245
C 11.509 0.196 -0.022
H 9.772 0.078 1.176
H 11.149 -0.910 3.015
H 13.691 -1.061 2.098
H 13.635 -0.070 -0.431
H 11.065 0.631 -0.901
N -11.830 6.293 -2.323
C -10.939 5.881 -3.276
C -9.683 6.228 -2.853
C -9.824 6.875 -1.595
C -11.160 6.900 -1.296
H -12.824 6.170 -2.371
H -11.271 5.376 -4.167
H -8.766 6.037 -3.385
H -9.035 7.276 -0.981
H -11.686 7.294 -0.444
N 9.547 3.861 -3.434
C 10.423 4.911 -3.456
C 11.615 4.474 -2.945
C 11.452 3.105 -2.600
C 10.166 2.756 -2.914
H 8.596 3.900 -3.749
H 10.126 5.875 -3.832
H 12.506 5.068 -2.829
H 12.196 2.456 -2.169
H 9.645 1.818 -2.814

The HOMO-LUMO gap is 0.2373 Ha. As for the multiplicity: 1. Its electronic energy is -155528.758 eV. The net charge is 0. As for the SMILES: C[C@H](O)CO[C@@H]1OS(=O)(=O)O[C@]1(Br)ON=O.c1cc[nH]c1.c1cc[nH]c1.c1cc[nH]c1.c1cc[nH]c1.c1cc[nH]c1.c1cc[nH]c1.c1cc[nH]c1.c1cc[nH]c1.c1cc[nH]c1.

No. 4
C41H53IMnN2O8S4Te | ωB97M-V/def2-TZVPD

CARTESIAN COORDINATES (ANGSTROEM)
Mn 0.585 -0.522 -0.967
O -1.623 -1.090 -1.153
S -2.368 -2.395 -1.204
C -3.036 -2.484 -2.891
C -3.772 -1.243 -3.404
C -2.914 0.043 -3.498
C -3.271 1.015 -2.377
S -1.958 2.237 -2.094
O -0.737 1.488 -1.675
C -2.745 2.902 -0.619
C -2.406 2.387 0.621
C -3.055 2.873 1.749
C -4.023 3.864 1.630
C -4.345 4.379 0.379
C -3.700 3.900 -0.754
C -3.891 -2.020 -0.310
C -3.840 -0.959 0.583
C -4.959 -0.645 1.343
C -6.118 -1.399 1.218
C -6.156 -2.473 0.336
C -5.041 -2.792 -0.425
H -3.677 -3.369 -2.916
H -2.139 -2.684 -3.481
H -4.648 -1.057 -2.776
H -4.149 -1.496 -4.396
H -3.060 0.528 -4.465
H -1.858 -0.211 -3.422
H -3.386 0.497 -1.431
H -4.174 1.593 -2.592
H -1.641 1.623 0.691
H -2.803 2.471 2.725
H -4.526 4.241 2.512
H -5.097 5.153 0.286
H -3.937 4.299 -1.736
H -2.924 -0.385 0.673
H -4.919 0.191 2.031
H -6.992 -1.155 1.809
H -7.060 -3.062 0.238
H -5.075 -3.638 -1.103
O 2.669 -1.340 -0.263
S 3.487 -0.637 0.812
C 4.286 -1.983 1.742
C 5.788 -1.750 1.664
C 6.048 -1.294 0.228
C 5.047 -0.174 -0.021
H 3.978 -2.897 1.230
H 3.869 -1.980 2.749
H 6.344 -2.650 1.928
H 6.086 -0.960 2.360
H 5.848 -2.124 -0.457
H 7.075 -0.965 0.071
H 4.795 -0.003 -1.063
H 5.381 0.770 0.423
C -4.345 -2.580 5.613
C -3.229 -2.297 4.638
C -2.358 -1.224 4.836
C -1.327 -0.970 3.944
C -1.159 -1.795 2.838
C -2.014 -2.864 2.628
C -3.039 -3.112 3.527
S 0.094 -1.372 1.660
O 0.102 -2.414 0.639
O 1.310 -1.236 2.433
O -0.361 -0.086 1.078
H -4.427 -1.787 6.356
H -4.168 -3.522 6.138
H -5.302 -2.667 5.094
H -2.489 -0.584 5.702
H -0.649 -0.138 4.095
H -1.872 -3.496 1.759
H -3.708 -3.950 3.360
N 2.259 -3.555 -2.433
C 1.027 -3.720 -1.938
O 0.085 -3.007 -2.276
C 0.773 -4.881 -0.996
I 2.237 -5.152 0.535
H 2.388 -2.691 -2.953
H 3.044 -3.950 -1.946
H 0.763 -5.808 -1.562
H -0.174 -4.723 -0.496
O 1.880 1.334 -0.505
C 1.629 2.509 -0.307
C 2.373 3.605 -1.007
C 3.553 3.968 -0.072
C 3.229 4.190 1.420
C 2.819 2.925 2.205
C 1.331 2.542 2.062
N 0.842 2.936 0.729
H 1.724 4.472 -1.161
H 2.751 3.259 -1.969
H 4.027 4.869 -0.465
H 4.293 3.165 -0.142
H 2.471 4.974 1.533
H 4.139 4.581 1.879
H 3.050 3.061 3.264
H 3.425 2.088 1.849
H 0.717 3.061 2.797
H 1.198 1.471 2.188
H 0.662 3.926 0.680
Te 1.320 -0.264 -3.662
C 3.127 0.840 -3.801
C 4.362 0.228 -3.582
C 5.554 0.924 -3.755
C 5.536 2.255 -4.156
C 4.315 2.879 -4.377
C 3.125 2.179 -4.201
H 4.392 -0.815 -3.284
H 6.501 0.422 -3.589
H 6.463 2.795 -4.305
H 4.288 3.915 -4.699
H 2.176 2.673 -4.381

The HOMO-LUMO gap (spin up / spin down) is 0.2418 / 0.2438 Ha. As for the multiplicity: 6. The calculation puts the energy above the lowest of the compared OMol25 structures with the same formula, charge and spin at 23.5 kcal/mol. Its electronic energy is -152794.827 eV. The net charge is 0.